{
  "formula": "H12O6",
  "method": "ωB97M-V with the def2-TZVPD basis set",
  "e_above_lowest_kj_mol": 1204.0,
  "gap_ev": 9.317,
  "e_tot_ev": -12468.635,
  "e_lumo_ev": -0.474,
  "symbols": ["H", "H", "H", "H", "H", "H", "H", "H", "H", "H", "H", "H", "O", "O", "O", "O", "O", "O"],
  "xyz": [[1.41990, -0.12654, 1.84861], [0.78239, -0.94950, 0.65949], [1.54606, -0.47230, -0.47795], [0.18501, -1.15207, -0.37498], [3.30898, 0.95800, -0.40708], [1.47603, 1.26864, 0.03078], [-0.10859, 1.43022, -1.10519], [-1.43481, 1.73394, 0.15934], [-1.20152, -0.32007, 1.47120], [-3.09327, -1.02521, 1.06302], [-1.03029, -0.97362, -2.48525], [-2.15945, -0.20793, -0.66438], [0.35747, -0.65932, 1.53605], [1.33645, -1.50513, -0.66472], [2.18008, 0.61155, 0.15476], [-0.30912, 1.93220, -0.14610], [-2.12460, -0.20085, 0.69707], [-1.13073, -0.34200, -1.29467]],
  "nbo_charge": [0.52, 0.45, 0.46, 0.49, 0.53, 0.53, 0.52, 0.53, 0.60, 0.50, 0.48, 0.55, -1.00, -0.98, -0.97, -1.04, -1.05, -1.10]
}